#i
{"formula": "C3H3BrF2", "method": "the ωB97M-V functional and the def2-TZVPD basis", "total_charge": 0, "lumo_ha": [-0.005, -0.019], "homo_ev": [-9.112, -8.849], "spin_multiplicity": 1, "elements": ["C", "C", "C", "F", "F", "Br", "H", "H", "H"], "xyz": [[0.16022, 0.44984, 0.14928], [-0.13692, -0.76173, 0.00564], [-2.73526, -0.87998, -0.03682], [-3.49512, -1.42739, -1.07091], [-2.90345, -1.63210, 1.01730], [-3.28718, 0.89180, -0.00295], [1.17721, 0.66498, 0.42760], [-0.44509, 1.43565, 0.00732], [0.23374, -1.79787, 0.16414]], "mulliken_charge": [-0.335, -0.200, 0.300, -0.221, -0.155, -0.074, 0.251, 0.125, 0.310]}

***

#ii
{"formula": "C3H3BrF2", "method": "the ωB97M-V functional and the def2-TZVPD basis", "total_charge": 0, "lumo_ha": [-0.008, -0.004], "homo_ev": [-9.035, -8.808], "spin_multiplicity": 1, "elements": ["C", "C", "C", "F", "F", "Br", "H", "H", "H"], "xyz": [[1.37404, 1.05488, 0.29131], [1.14938, -0.16596, -0.03922], [-1.53035, -0.83758, -0.30545], [1.79088, -1.28941, -0.14464], [-1.59220, -1.82469, 0.60165], [-2.26672, 0.78472, 0.09120], [2.34004, 1.62597, 0.33715], [0.68576, 1.85097, 0.46403], [-1.95083, -1.19891, -1.29603]], "mulliken_charge": [-0.684, 0.475, -0.047, -0.166, -0.179, -0.028, 0.252, 0.147, 0.230]}

***

The structure with the least stability is #ii.

***

#i
{"formula": "C3H3NO3", "method": "the ωB97M-V functional and the def2-TZVPD basis", "total_charge": 0, "lumo_ha": -0.020, "homo_ev": -10.703, "spin_multiplicity": 1, "smiles": "[H]/N=C(\\C=O)OC=O", "elements": ["H", "N", "C", "C", "O", "O", "C", "O", "H", "H"], "xyz": [[0.11079, 0.27778, -1.99029], [-0.20251, 0.55364, -1.06832], [0.10469, -0.25835, -0.14561], [0.93753, -1.50877, -0.33583], [1.36554, -2.20272, 0.54419], [-0.30651, 0.01437, 1.10189], [-0.91564, 1.29864, 1.08459], [-2.08675, 1.44867, 1.16420], [1.14548, -1.70724, -1.40622], [-0.15262, 2.08398, 1.05142]], "mulliken_charge": [0.227, -0.617, 0.736, -0.061, -0.410, -0.304, 0.232, -0.406, 0.247, 0.357]}

***

#ii
{"formula": "C3H3NO3", "method": "the ωB97M-V functional and the def2-TZVPD basis", "total_charge": 0, "lumo_ha": [-0.023, -0.023], "homo_ev": [-8.520, -8.521], "spin_multiplicity": 1, "elements": ["N", "C", "O", "C", "O", "C", "O", "H", "H", "H"], "xyz": [[1.10769, -1.50750, 0.19624], [0.21196, -0.47229, 0.01970], [0.02624, 0.11154, -1.19938], [-0.77531, 1.20607, -1.23776], [-1.39443, 1.63502, -0.30580], [-0.16416, -0.30182, 1.31981], [0.80266, -0.98981, 1.90837], [2.00939, -1.31774, -0.27841], [-0.76594, 1.61097, -2.25712], [-1.05811, 0.02557, 1.83435]], "mulliken_charge": [-0.368, 0.341, -0.314, 0.170, -0.450, 0.018, -0.335, 0.228, 0.351, 0.360]}

***

#iii
{"formula": "C3H3NO3", "method": "the ωB97M-V functional and the def2-TZVPD basis", "total_charge": 0, "lumo_ha": -0.039, "homo_ev": -9.813, "spin_multiplicity": 1, "smiles": "O=CC(C=O)=NO", "elements": ["O", "C", "C", "C", "O", "N", "O", "H", "H", "H"], "xyz": [[-0.69957, 1.15576, 2.15665], [-0.96371, 0.75655, 1.01994], [-0.23451, -0.12655, 0.12048], [1.17263, -0.51401, 0.47534], [1.47935, -0.52663, 1.64315], [-0.69461, 0.01644, -1.08358], [0.24314, -0.54806, -1.93201], [-2.04409, 1.07628, 0.67979], [1.88647, -0.64688, -0.34465], [-0.14510, -0.64289, -2.73512]], "mulliken_charge": [-0.447, -0.060, 0.552, 0.006, -0.404, -0.334, -0.314, 0.289, 0.381, 0.330]}

***

The structure with the least stability is #ii.

***

#i
{"formula": "C3H3NO3", "method": "the ωB97M-V functional and the def2-TZVPD basis", "total_charge": 0, "lumo_ha": 0.004, "homo_ev": -9.570, "spin_multiplicity": 1, "smiles": "O=CN(C=O)C=O", "elements": ["O", "C", "N", "C", "O", "C", "O", "H", "H", "H"], "xyz": [[0.86903, -1.30875, -1.49764], [1.14770, -0.35654, -0.68550], [0.12531, -0.04255, 0.18832], [-1.18423, -1.01995, 0.02251], [-1.01296, -1.94284, -0.69681], [-0.04507, 1.37084, 0.60545], [-0.94255, 1.70594, 1.33495], [2.14290, 0.36263, -0.46112], [-2.04736, -0.74285, 0.56594], [0.94723, 1.97406, 0.62391]], "mulliken_charge": [-0.519, 0.214, 0.042, 0.065, -0.332, 0.150, -0.431, 0.194, 0.402, 0.215]}

***

#ii
{"formula": "C3H3NO3", "method": "the ωB97M-V functional and the def2-TZVPD basis", "total_charge": 0, "lumo_ha": 0.005, "homo_ev": -10.742, "spin_multiplicity": 1, "smiles": "O=C1OCC=NO1", "elements": ["O", "C", "O", "C", "C", "N", "O", "H", "H", "H"], "xyz": [[-1.98572, -1.77985, 0.35142], [-1.14139, -0.95239, 0.25907], [-0.76068, -0.53705, -0.94508], [0.72690, -0.04201, -0.64898], [0.52928, 1.11844, 0.22295], [-0.25628, 1.00514, 1.24627], [-0.55832, -0.38281, 1.38655], [1.40876, -0.84287, -0.33046], [1.04633, 0.22880, -1.75811], [0.99111, 2.18459, 0.21638]], "mulliken_charge": [-0.479, 0.593, -0.306, -0.266, 0.053, -0.308, -0.162, 0.273, 0.254, 0.347]}

***

The structure with the least stability is #ii.